Computed, not measured: a gas-phase ion, C32H45NP (charge +1), with wB97M-V/def2-TZVPD.

```
! RIJCOSX wB97M-V def2-TZVPD def2/J DEFGRID3
* xyz 1 1
C -3.013 -3.780 -2.233
C -1.730 -3.423 -2.990
C -1.064 -2.147 -2.468
C -0.870 -2.142 -0.935
P -0.022 -0.562 -0.395
C 1.500 -0.570 -1.519
C 2.371 0.680 -1.369
C 3.602 0.684 -2.293
C 4.409 -0.619 -2.213
C 3.537 -1.874 -2.322
C 2.340 -1.848 -1.358
C -1.030 0.843 -1.142
C -2.552 0.646 -1.208
C -3.189 1.645 -2.179
C -2.756 3.105 -1.965
C -1.264 3.278 -1.644
C -0.747 2.262 -0.612
C -2.176 -2.491 -0.180
C -2.819 -3.783 -0.715
H -3.804 -3.068 -2.504
H -3.359 -4.765 -2.565
H -1.015 -4.254 -2.912
H -1.943 -3.293 -4.057
H -0.098 -2.037 -2.979
H -1.666 -1.277 -2.768
H -0.139 -2.932 -0.677
H 1.067 -0.545 -2.534
H 1.785 1.595 -1.540
H 2.726 0.732 -0.334
H 3.271 0.846 -3.328
H 4.238 1.539 -2.026
H 5.166 -0.627 -3.006
H 4.943 -0.646 -1.254
H 3.167 -1.967 -3.352
H 4.136 -2.769 -2.115
H 2.715 -1.911 -0.325
H 1.728 -2.746 -1.525
H -0.663 0.818 -2.185
H -2.808 -0.356 -1.566
H -2.972 0.753 -0.195
H -2.920 1.351 -3.207
H -4.281 1.563 -2.110
H -2.992 3.668 -2.872
H -3.355 3.548 -1.161
H -0.695 3.144 -2.578
H -1.066 4.301 -1.295
H -1.254 2.394 0.353
H 0.326 2.421 -0.440
H -1.978 -2.601 0.895
H -2.902 -1.671 -0.266
H -3.784 -3.932 -0.218
H -2.182 -4.632 -0.432
C 0.523 -2.037 1.975
C 0.761 -0.693 1.284
N 0.537 0.465 2.215
C 1.364 1.597 2.262
C 2.672 1.805 1.810
C 3.263 3.063 2.021
C 2.675 3.989 2.893
C 1.472 3.681 3.539
C 0.809 2.503 3.203
C -0.276 1.835 3.848
C -0.436 0.567 3.215
C -1.248 -0.393 3.825
C -1.817 -0.114 5.074
C -1.641 1.132 5.689
C -0.880 2.124 5.065
H 0.994 -2.842 1.400
H 0.998 -2.020 2.965
H -0.532 -2.294 2.077
H 1.835 -0.643 1.060
H 3.249 0.989 1.374
H 4.208 3.301 1.532
H 3.177 4.938 3.089
H 1.030 4.324 4.296
H -1.422 -1.360 3.367
H -2.404 -0.887 5.574
H -2.103 1.323 6.654
H -0.725 3.102 5.511
*
```

Results
Maximum force ... 2.6 eV/Å
Energy ... -44688.6993 eV
Kohn-Sham gap ... 8.28 eV

***

Computed, not measured: a molecular structure, C32H46BrN3P2SSr, with wB97M-V/def2-TZVPD.

```
! RIJCOSX wB97M-V def2-TZVPD def2/J DEFGRID3
* xyz 2 1
N -0.310 -4.859 -5.224
C -0.620 -5.436 -4.063
C -1.145 -4.705 -2.994
C -1.386 -3.317 -3.157
C -1.064 -2.736 -4.414
C -0.514 -3.554 -5.411
C -1.959 -2.534 -2.066
Sr -2.021 -1.593 0.374
P -3.087 2.123 2.181
C -1.913 -1.120 -2.084
C -0.667 -0.364 -2.179
C -0.702 1.035 -2.433
C 0.397 1.830 -2.176
C 1.577 1.264 -1.636
C 1.706 -0.155 -1.731
C 0.602 -0.960 -1.980
Br 0.596 1.036 0.930
H -2.653 -3.100 -1.396
H -2.833 -0.519 -2.179
H -1.351 -5.219 -2.048
H -1.257 -1.682 -4.627
H -0.445 -6.512 -3.973
H -0.243 -3.131 -6.386
H -1.630 1.481 -2.799
H 0.700 -2.049 -2.051
H 0.342 2.911 -2.328
H 2.693 -0.594 -1.550
P 2.975 2.347 -1.171
C -3.390 0.444 1.580
C -4.852 -0.012 1.642
H -2.754 -0.205 2.224
H -3.046 0.510 0.516
H -4.945 -1.088 1.416
H -5.293 0.146 2.637
H -5.475 0.533 0.921
C -2.381 2.970 0.693
C -2.302 4.484 0.913
H -3.047 2.733 -0.153
H -1.385 2.531 0.491
H -2.069 4.990 -0.030
H -3.263 4.878 1.267
H -1.523 4.760 1.632
C -1.573 2.004 3.241
C -1.791 2.577 4.644
H -0.765 2.536 2.716
H -1.260 0.951 3.289
H -0.851 2.561 5.209
H -2.154 3.611 4.607
H -2.519 1.976 5.201
C 3.567 2.026 0.514
C 4.947 2.583 0.853
H 3.543 0.937 0.662
H 2.804 2.454 1.179
H 5.743 1.971 0.412
H 5.067 3.622 0.519
H 5.079 2.566 1.941
C 2.311 4.031 -1.211
C 2.368 4.723 -2.578
H 2.868 4.590 -0.444
H 1.283 3.947 -0.837
H 3.395 4.994 -2.853
H 1.951 4.107 -3.386
H 1.772 5.645 -2.533
C 4.397 2.257 -2.279
C 5.199 0.952 -2.312
H 5.049 3.095 -1.972
H 4.023 2.501 -3.285
H 4.656 0.143 -2.815
H 6.137 1.125 -2.855
H 5.478 0.605 -1.312
N 1.625 -1.954 1.152
C 0.871 -2.748 1.954
N -0.452 -2.841 1.782
C -1.050 -3.752 2.670
C -2.428 -4.016 2.733
C -2.868 -4.914 3.719
C -1.955 -5.521 4.596
C -0.582 -5.230 4.522
C -0.130 -4.341 3.552
S 1.518 -3.771 3.212
H 2.624 -1.985 1.340
H 1.245 -0.985 0.949
H -3.109 -3.513 2.016
H -3.932 -5.144 3.792
H -2.307 -6.246 5.334
H 0.140 -5.690 5.188
*
```

Results
Maximum force ... 2.3 eV/Å
Energy ... -138678.6910 eV
Energy above the lowest of the compared OMol25 structures with the same formula, charge and spin ... 9.82 kcal per mole
Kohn-Sham gap (spin up / spin down) ... 5.21 / 5.28 eV

***

Computed, not measured: a molecular structure, C32H46CaGeNO7PTe, with wB97M-V/def2-TZVPD.

```
! RIJCOSX wB97M-V def2-TZVPD def2/J DEFGRID3
* xyz -2 1
Ca -0.156 1.445 -0.368
N -2.411 2.298 2.168
C -1.809 3.504 1.957
O -1.038 3.991 2.783
C -2.177 4.175 0.651
C -2.052 3.213 -0.551
H -1.937 1.682 2.813
H -2.696 1.794 1.337
H -1.486 5.013 0.549
H -3.182 4.609 0.797
H -1.936 3.813 -1.465
H -3.000 2.664 -0.686
C 2.731 -0.071 2.448
Te 1.764 1.828 2.473
C 0.529 1.325 4.138
H 1.961 -0.840 2.429
H 3.367 -0.183 3.324
H 3.319 -0.107 1.535
H -0.121 2.176 4.337
H 1.141 1.106 5.012
H -0.062 0.452 3.866
O -0.235 -0.838 -0.009
O -0.987 -0.444 -1.212
C -1.091 -0.679 1.148
Ge -2.346 -2.131 1.140
C -2.960 -2.635 2.963
C -3.574 -3.840 3.308
C -3.984 -4.101 4.611
C -3.787 -3.151 5.605
C -3.180 -1.944 5.285
C -2.774 -1.694 3.981
C -4.028 -1.682 0.198
C -5.253 -2.269 0.512
C -6.417 -1.917 -0.163
C -6.369 -0.962 -1.170
C -5.156 -0.364 -1.492
C -3.995 -0.718 -0.813
C -1.686 -3.794 0.305
C -1.604 -3.860 -1.088
C -1.068 -4.973 -1.723
C -0.599 -6.045 -0.975
C -0.653 -5.988 0.411
C -1.185 -4.869 1.041
H -0.379 -0.814 1.975
H -3.730 -4.597 2.546
H -4.458 -5.046 4.852
H -4.104 -3.350 6.622
H -3.021 -1.195 6.053
H -2.305 -0.749 3.733
H -5.309 -3.007 1.307
H -7.360 -2.381 0.102
H -7.273 -0.679 -1.697
H -5.114 0.388 -2.271
H -3.039 -0.263 -1.059
H -1.933 -3.009 -1.675
H -1.003 -4.999 -2.805
H -0.179 -6.914 -1.470
H -0.272 -6.814 1.002
H -1.203 -4.827 2.125
C 3.832 0.663 -4.430
C 2.557 0.773 -3.599
C 1.733 1.958 -4.091
C 1.739 -0.508 -3.681
O 2.985 0.866 -2.226
P 2.967 2.113 -1.206
O 3.568 1.604 0.055
O 1.614 2.760 -1.188
O 3.948 3.193 -1.916
C 5.354 3.291 -1.665
C 6.038 1.935 -1.787
C 5.572 3.885 -0.279
C 5.866 4.239 -2.743
H 3.589 0.463 -5.477
H 4.451 -0.152 -4.050
H 4.401 1.593 -4.371
H 1.541 1.815 -5.157
H 2.264 2.898 -3.947
H 0.777 2.028 -3.576
H 1.401 -0.672 -4.707
H 0.861 -0.456 -3.027
H 2.347 -1.360 -3.369
H 5.637 1.243 -1.047
H 7.113 2.056 -1.625
H 5.879 1.517 -2.783
H 5.192 3.203 0.481
H 5.034 4.831 -0.196
H 6.637 4.067 -0.108
H 5.665 3.825 -3.733
H 6.943 4.391 -2.637
H 5.362 5.203 -2.665
*
```

Results
Maximum force ... 0.7 eV/Å
Energy ... -141292.8761 eV
Energy above the lowest of the compared OMol25 structures with the same formula, charge and spin ... 37.92 kcal per mole
Kohn-Sham gap ... 4.88 eV

***

Computed, not measured: a molecular structure, C32H46Cl5IN3OPbSb2Si2, with wB97M-V/def2-TZVPD.

```
! RIJCOSX wB97M-V def2-TZVPD def2/J DEFGRID3
* xyz -1 1
Pb 0.662 -0.016 0.084
C -0.353 -2.100 4.655
Si -0.343 -0.611 3.461
C -0.633 0.932 4.551
C -1.919 -0.798 2.427
N 0.952 -0.480 2.355
C 2.285 -0.354 2.721
C 2.699 -0.427 4.057
C 4.025 -0.307 4.443
C 4.993 -0.127 3.473
C 4.614 -0.053 2.139
C 3.281 -0.134 1.723
N 2.915 0.021 0.384
Si 3.961 0.001 -0.983
C 5.734 0.703 -0.886
C 4.175 -1.745 -1.715
C 3.184 1.096 -2.321
H -1.327 -2.224 5.134
H 0.391 -1.994 5.445
H -0.125 -3.024 4.119
H -1.266 0.704 5.411
H -1.122 1.728 3.986
H 0.308 1.334 4.931
H -2.808 -0.821 3.060
H -1.910 -1.716 1.840
H -2.029 0.037 1.730
H 1.947 -0.567 4.824
H 4.290 -0.366 5.492
H 6.037 -0.038 3.746
H 5.378 0.083 1.389
H 6.437 -0.016 -0.462
H 5.791 1.619 -0.295
H 6.079 0.938 -1.895
H 4.037 -2.508 -0.948
H 5.166 -1.889 -2.150
H 3.440 -1.927 -2.499
H 3.285 2.158 -2.085
H 2.125 0.882 -2.445
H 3.665 0.922 -3.286
C 1.354 3.215 1.873
Sb 0.769 3.275 -0.205
C 2.375 4.681 -0.660
C -0.723 4.874 0.189
C -1.445 5.324 -1.035
C -0.710 6.064 -1.966
C -1.255 6.509 -3.155
C -2.574 6.210 -3.449
C -3.326 5.496 -2.535
C -2.806 5.049 -1.315
C -3.749 4.330 -0.403
Sb -3.633 2.125 -0.505
C -5.570 1.986 0.478
C -4.498 2.137 -2.485
H 1.443 4.221 2.282
H 2.315 2.703 1.940
H 0.631 2.640 2.451
H 2.323 5.560 -0.018
H 2.321 4.983 -1.704
H 3.319 4.164 -0.488
H -0.109 5.675 0.602
H -1.398 4.507 0.960
H 0.325 6.295 -1.737
H -0.654 7.084 -3.849
H -3.023 6.549 -4.374
H -4.366 5.284 -2.757
H -4.773 4.571 -0.691
H -3.603 4.620 0.638
H -6.343 2.494 -0.098
H -5.514 2.428 1.473
H -5.833 0.935 0.584
H -5.400 2.748 -2.505
H -4.736 1.113 -2.763
H -3.771 2.537 -3.189
Cl -0.384 0.770 -3.054
C 0.088 -0.900 -3.148
C 0.547 -1.554 -2.010
C 0.866 -2.891 -2.197
Cl 1.390 -3.815 -0.813
C 0.776 -3.555 -3.418
Cl 1.217 -5.215 -3.579
C 0.315 -2.856 -4.527
Cl 0.183 -3.637 -6.057
C -0.047 -1.519 -4.390
Cl -0.664 -0.660 -5.754
N -3.976 -2.653 0.254
C -4.602 -1.724 -0.484
O -4.103 -0.665 -0.829
C -6.030 -2.068 -0.854
I -6.018 -3.617 -2.343
H -2.996 -2.532 0.453
H -4.373 -3.562 0.413
H -6.522 -1.207 -1.290
H -6.588 -2.447 -0.002
*
```

Results
Maximum force ... 1.3 eV/Å
Energy ... -145243.8143 eV
Kohn-Sham gap ... 5.50 eV

***

Computed, not measured: 11 unconnected molecules or ions with the total composition C32H46FN13O3, with wB97M-V/def2-TZVPD.

```
! RIJCOSX wB97M-V def2-TZVPD def2/J DEFGRID3
* xyz 0 1
C 1.307 2.889 2.721
C 0.220 1.695 2.852
C 0.561 0.466 1.845
C -0.673 0.049 0.898
C -0.744 1.096 -0.334
C -0.718 -1.501 0.468
C -2.252 -1.778 -0.016
N -3.373 -1.864 -0.482
C -0.501 -2.530 1.725
C -1.029 -4.011 1.430
O -2.180 -4.447 1.624
F -0.046 -4.939 0.883
C 0.213 -1.905 -0.787
C -0.512 -1.705 -2.224
N -1.047 -1.360 -3.246
C 1.673 -1.241 -0.805
O 2.491 -1.790 0.288
N 3.452 -0.868 0.638
O 3.688 -1.126 1.797
H 1.577 3.259 3.771
H 2.259 2.575 2.156
H 0.836 3.764 2.140
H -0.844 2.063 2.637
H 0.283 1.292 3.939
H 1.429 0.843 1.170
H 0.992 -0.378 2.490
H -1.638 0.239 1.522
H -1.330 0.722 -1.245
H -1.341 2.013 0.066
H 0.301 1.525 -0.603
H -1.188 -2.106 2.562
H 0.564 -2.487 2.153
H 0.381 -3.054 -0.709
H 1.693 -0.099 -0.852
H 2.182 -1.609 -1.785
C -3.324 5.024 2.097
C -3.041 3.575 1.823
N -2.821 2.426 1.605
H -3.311 5.588 1.163
H -4.306 5.129 2.562
H -2.566 5.431 2.769
C 5.984 2.443 3.451
C 5.102 3.316 2.605
N 4.403 4.008 1.936
H 5.738 2.577 4.505
H 5.837 1.395 3.181
H 7.031 2.708 3.292
C -3.946 0.528 -4.678
C -3.181 1.597 -3.945
N -2.579 2.444 -3.367
H -3.904 -0.409 -4.119
H -4.989 0.829 -4.791
H -3.511 0.371 -5.667
C -0.091 -4.174 -4.900
C 0.640 -5.340 -5.502
N 1.219 -6.263 -5.979
H 0.193 -3.253 -5.410
H -1.168 -4.319 -5.000
H 0.159 -4.086 -3.841
C 4.568 -4.116 -2.444
C 3.682 -3.246 -3.287
N 2.979 -2.555 -3.955
H 4.326 -3.980 -1.388
H 4.422 -5.165 -2.711
H 5.616 -3.849 -2.609
C 7.946 -1.027 -3.773
C 7.738 -2.472 -3.421
N 7.573 -3.617 -3.143
H 7.051 -0.453 -3.525
H 8.793 -0.627 -3.213
H 8.147 -0.930 -4.841
C 8.437 -5.773 -0.514
C 9.707 -5.978 0.263
N 10.711 -6.140 0.878
H 7.579 -6.067 0.093
H 8.336 -4.723 -0.790
H 8.455 -6.379 -1.421
C -6.866 1.316 1.258
C -6.927 2.815 1.339
N -6.985 4.007 1.401
H -6.257 1.015 0.403
H -6.421 0.913 2.170
H -7.875 0.908 1.141
C -4.821 9.073 1.129
C -3.836 8.553 2.137
N -3.056 8.141 2.934
H -4.528 8.759 0.126
H -5.817 8.683 1.348
H -4.850 10.164 1.167
C -9.632 -0.638 3.935
C -9.656 -0.085 2.538
N -9.674 0.352 1.433
H -8.885 -0.110 4.530
H -10.612 -0.513 4.400
H -9.383 -1.700 3.909
*
```

Results
Maximum force ... 7.0 eV/Å
Energy ... -62149.9135 eV
Kohn-Sham gap ... 10.21 eV